The following is a quantum chemistry calculation of a cluster of 14 separate species, C22H76N4O14 in total in a non-equilibrium geometry, from the Open Molecules 2025 dataset.

Last column: Löwdin charge in e.
Positions of all 116 atoms, in Å:
C: -1.361 -4.882 -1.379  -0.07
C: -0.812 -3.956 -2.438  -0.33
O: -0.129 -4.637 -3.486  -0.07
H: -2.211 -4.331 -0.959  0.07
H: -0.642 -5.040 -0.581  0.06
H: -1.781 -5.797 -1.790  0.08
H: -0.214 -3.173 -1.952  0.09
H: -1.621 -3.365 -2.896  0.11
H: 0.443 -4.006 -3.930  0.06
C: -1.258 -4.881 2.334  -0.09
C: -2.737 -5.212 2.307  -0.27
O: -3.468 -4.047 2.712  -0.11
H: -0.860 -4.344 3.196  0.07
H: -1.025 -4.230 1.485  0.04
H: -0.660 -5.789 2.190  0.08
H: -3.012 -6.039 2.954  0.11
H: -2.958 -5.422 1.257  0.10
H: -3.683 -3.527 1.925  0.03
C: -7.314 -1.170 2.686  -0.09
C: -6.327 -1.455 3.806  -0.33
O: -6.418 -0.566 4.891  -0.08
H: -8.355 -1.414 2.910  0.07
H: -7.112 -1.856 1.845  0.06
H: -7.224 -0.174 2.248  0.06
H: -5.313 -1.463 3.385  0.09
H: -6.504 -2.464 4.181  0.11
H: -6.096 0.296 4.597  0.03
O: -4.224 -2.458 0.443  -0.04
H: -4.957 -2.075 -0.047  0.06
H: -3.511 -1.805 0.384  0.02
O: -1.128 1.177 -4.688  -0.06
H: -0.502 1.251 -5.414  0.04
H: -0.888 0.337 -4.272  -0.02
O: -3.979 3.794 2.312  -0.05
H: -3.320 4.262 1.791  0.05
H: -4.172 4.370 3.060  0.06
O: -2.350 -2.045 4.553  -0.06
H: -1.957 -1.467 3.894  0.01
H: -2.605 -2.837 4.054  0.00
O: 1.856 2.617 -2.355  -0.09
H: 1.304 1.910 -1.975  0.00
H: 1.627 3.389 -1.830  0.02
O: -5.561 1.982 3.766  -0.04
H: -4.944 2.431 3.171  -0.01
H: -6.411 2.406 3.611  0.06
O: 0.240 -1.318 -4.533  -0.08
H: 1.121 -1.205 -4.113  0.01
H: 0.390 -1.903 -5.282  0.06
C: 0.610 -1.276 0.110  -0.02
C: -0.450 -0.603 -0.738  -0.40
C: -1.350 0.351 0.017  -0.18
O: -2.288 -0.400 0.784  -0.21
C: -2.845 0.378 1.811  -0.10
N: 0.155 0.179 -1.827  0.06
H: 1.457 -1.576 -0.508  0.07
H: 0.186 -2.162 0.584  0.07
H: 0.978 -0.613 0.892  0.06
H: -1.143 -1.310 -1.214  0.13
H: -1.922 0.961 -0.703  0.13
H: -0.815 1.082 0.635  0.13
H: -2.116 0.642 2.586  0.10
H: -3.631 -0.199 2.306  0.08
H: -3.320 1.279 1.408  0.09
H: 0.725 -0.382 -2.449  0.03
H: -0.587 0.553 -2.407  0.05
C: -2.529 5.535 -1.839  -0.07
C: -1.462 5.006 -2.778  -0.45
C: -0.314 5.965 -2.915  -0.18
O: 0.473 5.608 -4.065  -0.18
C: 1.858 5.555 -3.863  -0.13
N: -1.066 3.651 -2.344  0.05
H: -2.226 5.358 -0.800  0.07
H: -3.485 5.023 -1.953  0.08
H: -2.687 6.606 -1.976  0.08
H: -1.950 4.926 -3.763  0.14
H: 0.333 5.984 -2.032  0.13
H: -0.698 6.961 -3.152  0.13
H: 2.298 4.947 -4.657  0.09
H: 2.162 5.117 -2.911  0.06
H: 2.324 6.548 -3.965  0.09
H: -0.330 3.292 -2.950  0.04
H: -1.847 3.040 -2.569  0.07
C: 6.075 -1.435 4.141  -0.07
C: 5.511 -0.103 4.629  -0.44
C: 4.246 0.238 3.868  -0.21
O: 4.607 0.552 2.535  -0.19
C: 3.516 1.057 1.827  -0.12
N: 5.243 -0.146 6.072  0.04
H: 7.028 -1.688 4.592  0.07
H: 6.135 -1.374 3.050  0.07
H: 5.338 -2.229 4.306  0.08
H: 6.303 0.618 4.373  0.14
H: 3.729 1.096 4.313  0.13
H: 3.623 -0.666 3.828  0.14
H: 3.181 2.050 2.160  0.09
H: 2.629 0.411 1.923  0.07
H: 3.767 1.096 0.767  0.08
H: 4.525 0.523 6.322  0.06
H: 6.077 0.072 6.598  0.07
C: 5.043 0.774 -4.146  -0.05
C: 4.086 -0.306 -3.669  -0.41
C: 4.205 -0.566 -2.180  -0.24
O: 5.508 -0.987 -1.902  -0.18
C: 5.638 -1.605 -0.627  -0.08
N: 2.674 0.011 -3.952  0.04
H: 4.750 1.732 -3.712  0.08
H: 5.074 0.835 -5.235  0.08
H: 6.067 0.572 -3.825  0.08
H: 4.273 -1.277 -4.139  0.14
H: 3.462 -1.321 -1.878  0.11
H: 3.968 0.357 -1.621  0.13
H: 4.880 -2.397 -0.514  0.09
H: 5.371 -0.941 0.212  0.08
H: 6.662 -1.945 -0.545  0.09
H: 2.541 0.257 -4.928  0.09
H: 2.387 0.837 -3.425  0.05

ΔE to the lowest compared entry with this formula, charge and spin (kcal/mol): 0.0
Net charge: 0


The following is a quantum chemistry calculation of a structure of composition C22H79BFNNbO16 in a non-equilibrium geometry, from the Open Molecules 2025 dataset.

Last column: Löwdin charge in e.
Positions of all 121 atoms, in Å:
C: -0.937 -2.174 -1.652  -0.10
O: -0.385 -3.176 -2.480  -0.19
C: -1.234 -3.650 -3.505  -0.23
C: -0.890 -3.125 -4.903  -0.15
C: -0.360 -1.676 -4.964  -0.21
C: 1.061 -1.617 -5.544  -0.30
C: 2.096 -2.207 -4.571  -0.39
Nb: 3.966 -0.979 -4.271  1.24
F: 3.270 0.687 -5.178  -0.57
B: 3.113 -0.310 -2.166  -0.66
O: 2.418 -1.195 -1.310  0.00
N: 3.282 1.079 -1.640  -0.18
C: 3.486 1.100 -0.192  -0.12
C: 2.025 1.782 -1.949  -0.10
H: -1.401 -2.583 -0.755  0.07
H: -1.672 -1.584 -2.194  0.09
H: -0.135 -1.498 -1.379  0.07
H: -1.107 -4.729 -3.532  0.09
H: -2.284 -3.480 -3.266  0.11
H: -0.145 -3.769 -5.354  0.10
H: -1.804 -3.169 -5.485  0.10
H: -0.380 -1.181 -4.000  0.09
H: -1.013 -1.101 -5.617  0.09
H: 1.244 -0.580 -5.822  0.06
H: 1.048 -2.222 -6.446  0.09
H: 1.650 -2.421 -3.605  0.01
H: 2.411 -3.174 -4.960  0.02
H: 4.690 -1.726 -5.808  -0.17
H: 5.548 -0.123 -3.893  -0.16
H: 4.653 -2.365 -3.302  -0.14
H: 3.010 -1.955 -1.179  0.08
H: 2.625 0.729 0.360  0.06
H: 3.660 2.116 0.152  0.07
H: 4.328 0.465 0.064  0.08
H: 1.711 1.553 -2.963  0.05
H: 1.227 1.444 -1.275  0.09
H: 2.118 2.855 -1.801  0.07
C: -3.666 -4.147 0.293  -0.16
O: -4.700 -3.189 0.081  -0.13
H: -3.165 -4.316 -0.655  0.07
H: -2.938 -3.771 1.016  0.08
H: -4.083 -5.094 0.648  0.07
H: -5.139 -3.040 0.923  0.07
C: 0.899 0.663 2.853  -0.15
O: 2.327 0.648 2.935  -0.13
H: 0.605 1.639 2.469  0.05
H: 0.546 -0.111 2.165  0.08
H: 0.457 0.504 3.842  0.06
H: 2.593 -0.217 3.262  0.07
C: -0.838 4.266 1.534  -0.15
O: 0.324 3.452 1.408  -0.14
H: -1.617 3.662 1.991  0.08
H: -0.643 5.132 2.173  0.07
H: -1.184 4.605 0.554  0.08
H: 1.016 3.982 1.000  0.08
C: -0.653 2.449 -6.010  -0.16
O: -0.022 2.377 -4.737  -0.13
H: -1.590 2.991 -5.892  0.07
H: -0.026 2.979 -6.727  0.07
H: -0.869 1.445 -6.389  0.07
H: 0.805 1.899 -4.857  0.04
C: -0.542 -8.025 -4.040  -0.16
O: -0.280 -6.789 -4.695  -0.13
H: -1.549 -8.338 -4.307  0.07
H: 0.171 -8.786 -4.362  0.06
H: -0.480 -7.908 -2.954  0.08
H: 0.611 -6.515 -4.454  0.08
C: -2.298 4.653 -8.814  -0.16
O: -1.101 3.897 -8.945  -0.13
H: -3.045 4.009 -8.358  0.08
H: -2.144 5.525 -8.172  0.08
H: -2.664 4.983 -9.791  0.07
H: -0.436 4.465 -9.346  0.08
C: 4.674 5.188 -1.299  -0.16
O: 5.764 4.317 -1.576  -0.13
H: 5.079 6.159 -1.028  0.04
H: 4.038 5.301 -2.183  0.08
H: 4.076 4.804 -0.466  0.06
H: 5.401 3.455 -1.819  0.07
C: 6.416 8.970 -0.039  -0.16
O: 5.210 8.447 -0.585  -0.13
H: 6.840 8.208 0.610  0.08
H: 7.135 9.203 -0.828  0.08
H: 6.222 9.871 0.550  0.07
H: 4.834 9.119 -1.162  0.08
C: -3.741 7.090 1.592  -0.16
O: -3.774 5.906 2.381  -0.13
H: -2.799 7.098 1.051  0.07
H: -4.563 7.104 0.871  0.08
H: -3.796 7.983 2.221  0.07
H: -4.607 5.894 2.861  0.07
C: -1.445 2.201 6.349  -0.15
O: -0.264 1.416 6.205  -0.13
H: -2.214 1.576 6.793  0.06
H: -1.259 3.061 7.001  0.07
H: -1.795 2.552 5.374  0.08
H: 0.409 1.974 5.804  0.07
C: -4.821 -0.777 7.307  -0.16
O: -4.349 0.140 6.322  -0.13
H: -4.155 -0.711 8.163  0.07
H: -5.834 -0.524 7.629  0.07
H: -4.807 -1.801 6.924  0.08
H: -4.935 0.083 5.562  0.07
C: 3.664 -9.004 -4.049  -0.15
O: 2.576 -9.498 -3.269  -0.14
H: 3.620 -7.918 -4.027  0.08
H: 4.622 -9.326 -3.634  0.07
H: 3.587 -9.340 -5.087  0.08
H: 2.616 -10.459 -3.288  0.07
C: -4.774 -3.139 10.453  -0.15
O: -5.896 -2.291 10.203  -0.13
H: -4.249 -3.282 9.512  0.07
H: -4.101 -2.678 11.178  0.05
H: -5.107 -4.112 10.827  0.08
H: -6.358 -2.165 11.036  0.07
C: -1.837 -2.857 13.286  -0.15
O: -2.959 -2.003 13.075  -0.14
H: -1.333 -2.980 12.332  0.08
H: -1.140 -2.415 14.002  0.07
H: -2.155 -3.838 13.650  0.08
H: -3.405 -1.892 13.920  0.08

Net charge: -1


We obtain highest occupied orbital energy values of -0.3440; -0.1431 hartree for the records listed above, in that order.
We obtain gap between HOMO and LUMO values of 9.38; 5.38 eV for the records listed above, in that order.
We obtain E values of -2156.08684; -2325.47804 hartree for the records listed above, in that order.